No. 1
Formula: C2H7N3O3
Source: OMol25
Level of theory: ωB97M-V/def2-TZVPD

```
15
C2H7N3O3 (ωB97M-V/def2-TZVPD)
N 0.945 0.858 -1.217
C 1.324 0.212 -0.182
N 1.438 -1.120 -0.084
N 1.631 0.843 0.962
H 0.728 0.202 -1.971
H 2.189 -1.400 0.537
H 1.481 -1.617 -0.963
H 1.138 0.448 1.756
H 1.403 1.829 0.876
O -2.335 0.176 -1.203
C -2.083 -0.024 -0.031
O -1.794 0.921 0.865
O -2.063 -1.229 0.538
H -1.755 1.734 0.323
H -2.245 -1.833 -0.206
```

Summary:
Electronic energy = -12801.3034 eV
HOMO level = -9.109 eV
SMILES string = N=C(N)N.O=C(O)O
Orbital gap = 9.6 eV
Spin multiplicity = 1
LUMO level = 0.5 eV

---

No. 2
Formula: C5H8O
Source: OMol25
Level of theory: ωB97M-V/def2-TZVPD

```
14
C5H8O (ωB97M-V/def2-TZVPD)
C 1.886 -0.500 0.394
C 0.628 0.337 0.183
C -0.739 0.096 -1.162
C -1.652 0.340 0.018
C -0.540 0.252 1.057
O -0.613 0.002 2.242
H 2.813 -0.006 0.086
H 1.979 -0.758 1.457
H 1.790 -1.447 -0.145
H 0.460 0.926 -0.737
H -0.855 0.811 -2.008
H -0.610 -0.905 -1.543
H -2.156 1.306 0.028
H -2.391 -0.454 0.129
```

Summary:
Electronic energy = -7358.9511 eV
HOMO level = -8.630 eV
Orbital gap = 9.4 eV
Spin multiplicity = 1
LUMO level = 0.7 eV

---

No. 3
Formula: C19H31BClN4O6P
Source: OMol25
Level of theory: ωB97M-V/def2-TZVPD

```
63
C19H31BClN4O6P (ωB97M-V/def2-TZVPD)
C 1.607 3.377 2.834
C 0.820 2.935 2.025
C 0.145 2.215 0.863
C -0.405 0.802 1.357
C -1.955 0.674 1.189
C -2.559 1.148 -0.169
C -3.860 2.019 0.071
C -4.450 2.319 -1.364
C -5.193 1.067 -1.980
N -2.292 -0.733 1.582
P -4.063 -0.988 1.865
O -4.575 -2.014 0.684
Cl -4.153 -2.125 3.633
C -1.740 -1.689 0.564
C -0.214 -1.423 0.187
N -0.259 -1.160 -1.302
C 0.465 -2.821 0.314
B 0.006 -3.811 -0.882
O -1.193 -4.525 -0.694
O 0.727 -3.944 -2.073
N 0.408 -0.284 0.820
C 1.783 -0.367 1.290
C 2.858 -0.040 0.204
C 3.394 -0.993 -0.709
C 4.357 -0.625 -1.708
C 4.821 0.716 -1.828
C 4.326 1.670 -0.892
C 3.367 1.302 0.102
H 2.419 3.807 3.425
H -0.694 2.895 0.563
H 0.801 2.129 -0.025
H -0.224 0.829 2.471
H -2.398 1.330 1.979
H -1.894 1.781 -0.787
H -2.903 0.317 -0.833
H -3.640 2.983 0.574
H -4.656 1.453 0.599
H -3.626 2.640 -2.045
H -5.207 3.139 -1.325
H -4.454 0.554 -2.645
H -6.087 1.327 -2.575
H -5.400 0.342 -1.159
H -1.829 -0.913 2.489
H -5.530 -2.181 0.783
H -2.343 -1.728 -0.370
H -1.853 -2.707 1.009
H 0.720 -1.141 -1.619
H -0.570 -0.198 -1.467
H 1.573 -2.822 0.299
H 0.164 -3.279 1.292
H -1.849 -4.324 -1.378
H 0.302 -3.410 -2.766
H 1.923 0.444 2.051
H 2.055 -1.297 1.847
H 3.097 -2.055 -0.691
H 4.714 -1.411 -2.400
H 5.539 0.944 -2.629
H 4.673 2.713 -0.960
H 3.047 2.110 0.782
N 7.994 0.757 -0.116
O 7.692 0.907 1.085
O 8.059 -0.391 -0.606
O 8.214 1.755 -0.836
```

Summary:
Electronic energy = -60932.4163 eV
HOMO level = -5.648 eV
Orbital gap = 4.1 eV
Spin multiplicity = 1
LUMO level = -1.6 eV